Molecular formula: C12H16N2O
Method: DFT, the ωB97M-V functional and the def2-TZVPD basis

SMILES: Cc1c[nH]c2ccccc12.CCC(N)=O
Max |F| (eV/A): 4.4
HOMO level (Eh): -0.300
Kohn-Sham gap (eV): 8.9
Total energy (Ha): -651.558087
Relative energy (zero: lowest compared OMol25 entry of this formula, charge and spin) (eV): 2.3265

Each line ends with the Mulliken charge.
Element x y z (Å)
C (-2.84670, 0.13783, -1.66000)  -1.395
C (-1.50223, 0.49551, -1.90422)  0.808
C (-0.69086, 0.36486, -2.97075)  -0.890
N (0.66857, 0.81776, -2.70584)  -0.066
C (0.58233, 1.27953, -1.40637)  -0.062
C (1.59372, 2.02241, -0.70047)  -0.784
C (1.33237, 2.41423, 0.58078)  -0.380
C (0.10173, 2.19207, 1.18920)  -0.521
C (-0.96613, 1.69826, 0.48343)  -0.529
C (-0.72927, 1.02653, -0.83919)  0.921
H (-3.50538, 0.06334, -2.53523)  0.411
H (-3.32009, 0.81510, -0.92064)  0.307
H (-2.92479, -0.94595, -1.38576)  0.251
H (-0.87891, 0.13450, -4.02647)  0.372
H (1.43393, 0.85796, -3.36053)  0.185
H (2.36447, 2.62873, -1.09971)  0.425
H (2.03102, 2.93739, 1.34780)  0.212
H (0.04892, 2.57414, 2.20913)  0.383
H (-1.90181, 1.76791, 0.94120)  0.371
C (0.30633, -2.02063, 2.93911)  -1.008
C (-0.01798, -2.35672, 1.47521)  -0.002
C (1.20266, -2.23623, 0.58804)  0.416
N (1.94345, -1.09858, 0.41652)  -0.266
O (1.41570, -3.23633, -0.15091)  -0.695
H (-0.55440, -2.54679, 3.58243)  0.291
H (0.31872, -0.90151, 3.04096)  0.239
H (1.31618, -2.33104, 3.37289)  0.269
H (-0.54480, -3.39884, 1.49166)  0.286
H (-0.84161, -1.70390, 1.09169)  0.062
H (2.69798, -1.14046, -0.18970)  0.207
H (1.86687, -0.31107, 1.10573)  0.183



Molecular formula: C36H67N2O16Si
Method: DFT, the ωB97M-V functional and the def2-TZVPD basis

Max |F| (eV/A): 2.4
HOMO level (Eh): -0.425
Kohn-Sham gap (eV): 9.0
Charge: +1
Total energy (Ha): -3014.604332

Each line ends with the Mulliken charge.
Element x y z (Å)
C (6.62872, -0.70607, 1.42881)  -0.596
O (6.56131, -1.08974, 0.06158)  -0.386
C (6.34672, 0.01569, -0.80715)  -0.573
C (4.83675, 0.04902, -1.23286)  -0.498
C (4.18730, 1.47123, -1.28362)  -0.435
C (4.45904, 2.37796, -0.03914)  -1.152
C (4.16779, 1.69535, 1.34097)  0.279
C (2.95000, 2.34098, 2.10842)  -1.145
C (1.69383, 1.37601, 2.13922)  -0.588
C (0.36519, 2.14706, 1.81414)  -1.404
C (-0.17704, 1.81766, 0.37443)  -0.300
N (0.44801, 2.81890, -0.55041)  0.213
C (-0.39342, 3.98909, -0.95920)  -0.682
C (-1.81811, 4.11395, -0.33772)  -0.805
N (-2.15464, 3.16897, 0.74550)  -0.468
C (-1.72585, 1.82654, 0.27378)  -0.141
Si (-2.60510, 0.35977, 1.12167)  0.068
C (-2.02442, -1.22688, 0.23403)  -0.949
C (-4.48189, 0.58952, 0.74880)  -1.104
C (-2.44958, 0.30836, 3.01081)  -1.065
H (7.26532, -1.46217, 1.93460)  0.269
H (5.62695, -0.75870, 1.90258)  0.111
H (7.06007, 0.30045, 1.59988)  0.389
H (6.71059, 0.96463, -0.36946)  0.324
H (6.95393, -0.17069, -1.71544)  0.347
H (4.70545, -0.44705, -2.21602)  0.508
H (4.25117, -0.55964, -0.51251)  0.099
H (3.07722, 1.32798, -1.34511)  -0.074
H (4.46270, 2.01767, -2.21058)  0.397
H (5.52241, 2.69823, -0.05801)  0.457
H (3.86189, 3.31219, -0.15521)  0.630
H (4.06674, 0.59581, 1.26530)  -0.264
H (5.04915, 1.87292, 1.99342)  0.342
H (3.21427, 2.62851, 3.14351)  0.450
H (2.70555, 3.29095, 1.57958)  0.530
H (1.82869, 0.53176, 1.43397)  0.313
H (1.68352, 0.95555, 3.16536)  0.442
H (0.62444, 3.23224, 1.84016)  0.734
H (-0.38977, 2.00239, 2.60274)  0.430
H (0.22774, 0.81114, 0.13568)  0.428
H (0.73561, 2.31432, -1.39244)  0.531
H (1.32324, 3.17900, -0.15618)  0.127
H (0.14347, 4.94210, -0.78137)  0.218
H (-0.51664, 3.94386, -2.05918)  0.332
H (-2.57164, 3.98079, -1.14708)  0.478
H (-1.98745, 5.13855, 0.05651)  0.431
H (-3.15190, 3.13055, 0.92188)  0.330
H (-1.99345, 1.77520, -0.82274)  0.441
H (-2.58807, -1.28771, -0.72059)  0.125
H (-0.94009, -1.09862, 0.00548)  0.385
H (-2.12839, -2.14801, 0.83228)  0.401
H (-5.06702, -0.33251, 0.90301)  0.317
H (-4.88536, 1.45325, 1.32084)  0.346
H (-4.55540, 0.88479, -0.32634)  0.339
H (-2.47692, 1.31112, 3.48979)  0.387
H (-1.52729, -0.24209, 3.30952)  0.288
H (-3.29360, -0.26545, 3.45141)  0.408
C (-0.96493, 9.84520, -3.61629)  -1.483
C (-0.78063, 8.48729, -2.97975)  0.517
C (0.19646, 7.59721, -3.69750)  -0.512
O (-0.28611, 6.28993, -3.35700)  -0.312
C (-1.62057, 6.41031, -3.12926)  0.662
O (-2.36935, 5.49164, -3.01412)  -0.530
O (-1.98590, 7.71022, -3.05455)  -0.339
H (-1.74619, 10.40354, -3.09953)  0.362
H (-0.04050, 10.42231, -3.58103)  0.386
H (-1.28212, 9.74857, -4.65615)  0.360
H (-0.51801, 8.59952, -1.92262)  0.243
H (1.22149, 7.73405, -3.35629)  0.335
H (0.16341, 7.70605, -4.78440)  0.315
C (4.88547, -6.42972, 2.96102)  -1.529
C (3.99825, -5.27952, 2.54423)  0.483
C (4.71600, -4.18211, 1.80818)  -0.585
O (3.91013, -3.03798, 2.11765)  -0.163
C (3.32630, -3.28202, 3.31657)  0.569
O (2.74856, -2.46565, 3.96103)  -0.509
O (3.49126, -4.57430, 3.68697)  -0.328
H (4.32276, -7.14472, 3.56260)  0.373
H (5.29000, -6.94667, 2.09037)  0.384
H (5.71317, -6.07940, 3.58067)  0.365
H (3.14253, -5.65177, 1.97194)  0.260
H (4.75448, -4.34972, 0.73308)  0.360
H (5.72882, -4.00235, 2.17836)  0.300
C (-5.53361, -2.38552, -1.91034)  -1.383
C (-4.80193, -3.66043, -2.26874)  0.624
C (-4.42781, -3.76652, -3.71911)  0.277
O (-4.38309, -5.18367, -3.91886)  -0.386
C (-5.24011, -5.73217, -3.01959)  0.546
O (-5.59460, -6.86390, -3.03241)  -0.526
O (-5.64238, -4.80847, -2.10366)  -0.417
H (-5.85072, -2.41313, -0.86524)  0.341
H (-4.89940, -1.51234, -2.06127)  0.381
H (-6.43749, -2.26939, -2.50738)  0.291
H (-3.92857, -3.78692, -1.61883)  0.144
H (-3.46068, -3.31584, -3.93673)  0.371
H (-5.17174, -3.34860, -4.38806)  -0.275
C (2.90696, -2.24245, 7.46841)  -1.433
C (3.58780, -3.59063, 7.48442)  0.679
C (3.56341, -4.28187, 8.82023)  -0.445
O (4.73612, -5.09809, 8.75615)  -0.329
C (5.60529, -4.47682, 7.91793)  0.636
O (6.74461, -4.77961, 7.78532)  -0.534
O (4.99639, -3.46119, 7.25235)  -0.361
H (3.04035, -1.76761, 6.49575)  0.266
H (1.83914, -2.34008, 7.66800)  0.373
H (3.34464, -1.57096, 8.21044)  0.390
H (3.17453, -4.22838, 6.69644)  0.141
H (2.67342, -4.89328, 8.96273)  0.329
H (3.66495, -3.59441, 9.66483)  0.289
C (-7.75906, -2.73054, -8.32051)  -1.493
C (-7.70334, -2.41672, -6.84349)  0.571
C (-8.28763, -1.08147, -6.47306)  -0.554
O (-7.55967, -0.75680, -5.28290)  -0.303
C (-6.36134, -1.38096, -5.37210)  0.649
O (-5.43899, -1.17580, -4.64714)  -0.532
O (-6.34722, -2.27017, -6.39387)  -0.344
H (-7.24308, -3.66856, -8.52902)  0.371
H (-8.79060, -2.81475, -8.66330)  0.389
H (-7.25470, -1.95717, -8.90304)  0.357
H (-8.16229, -3.22726, -6.26902)  0.263
H (-9.35664, -1.12982, -6.27274)  0.315
H (-8.09737, -0.30421, -7.21811)  0.323



Molecular formula: C16H20Cl3N5O2PRuS2
Method: DFT, the ωB97M-V functional and the def2-TZVPD basis

Max |F| (eV/A): 1.4
HOMO level (spin up / spin down) (Eh): -0.417 / -0.420
Kohn-Sham gap (spin up / spin down) (eV): 7.3 / 4.8
2S+1: 5
Charge: +1
Total energy (Ha): -3658.906498

Each line ends with the Mulliken charge.
Element x y z (Å)
Ru (-0.02925, 1.76416, -0.23844)  0.193
S (2.25216, 1.68727, 0.09096)  -0.264
C (2.01299, 1.66902, 1.80793)  1.020
S (0.45778, 2.04787, 2.35931)  -0.101
C (3.04708, 1.28793, 2.68385)  0.395
C (4.21410, 0.68078, 2.15639)  -0.092
N (5.10806, 0.11262, 1.70137)  -0.356
C (2.92720, 1.40082, 4.08917)  -0.131
N (2.82968, 1.49324, 5.23356)  -0.311
Cl (-5.12486, 6.64906, -0.73160)  -0.181
C (-3.64459, 5.78605, -0.67051)  0.420
C (-3.66422, 4.39838, -0.67844)  -0.964
C (-2.45985, 3.73801, -0.61007)  0.782
Cl (-2.38478, 1.99762, -0.62342)  -0.153
C (-1.21347, 4.37637, -0.53874)  0.272
O (-0.08139, 3.70082, -0.47529)  -0.592
C (-1.24161, 5.78576, -0.54385)  0.383
Cl (0.25081, 6.61896, -0.45299)  -0.162
C (-2.43813, 6.47268, -0.60721)  -0.722
H (-4.59790, 3.85659, -0.73965)  0.463
H (-2.42861, 7.55367, -0.60416)  0.458
C (-2.12009, -1.83314, -1.79655)  -1.022
N (-0.72202, -2.22885, -1.64606)  0.458
C (-0.27792, -3.29261, -2.53442)  -1.041
P (0.09749, -1.74590, -0.30580)  -0.492
O (-0.20567, -0.28519, -0.03926)  0.217
N (1.69059, -2.03386, -0.59636)  0.634
C (2.49761, -3.00268, 0.13240)  -0.904
C (2.29666, -1.53192, -1.82709)  -1.264
N (-0.38890, -2.57406, 1.02165)  0.421
C (-0.29082, -2.01346, 2.36411)  -0.750
C (-0.71514, -3.99205, 0.95500)  -0.993
H (-2.78318, -2.69742, -1.70621)  0.314
H (-2.28256, -1.37666, -2.77555)  0.340
H (-2.38601, -1.11240, -1.02674)  0.229
H (-0.98031, -4.12987, -2.51596)  0.360
H (0.70263, -3.65733, -2.23411)  0.320
H (-0.21090, -2.92461, -3.56069)  0.330
H (2.01647, -3.26279, 1.07266)  0.261
H (3.47542, -2.56736, 0.34775)  0.315
H (2.65127, -3.91411, -0.45383)  0.270
H (1.60310, -0.86796, -2.34120)  0.335
H (2.55562, -2.35495, -2.50004)  0.384
H (3.20998, -0.98259, -1.59725)  0.340
H (-0.07734, -0.94872, 2.30910)  0.017
H (0.50051, -2.49931, 2.94262)  0.309
H (-1.23757, -2.15202, 2.88944)  0.313
H (-0.64548, -4.34818, -0.07172)  0.247
H (-1.73192, -4.16473, 1.31461)  0.300
H (-0.03274, -4.58292, 1.57134)  0.398



Molecular formula: C12H14NO2
Method: DFT, the ωB97M-V functional and the def2-TZVPD basis

Max |F| (eV/A): 2.2
HOMO level (spin up / spin down) (Eh): -0.380 / -0.399
Kohn-Sham gap (spin up / spin down) (eV): 4.5 / 5.6
Charge: +1
Total energy (Ha): -670.525690
Relative energy (zero: lowest compared OMol25 entry of this formula, charge and spin) (eV): 1.5245

Each line ends with the Mulliken charge.
Element x y z (Å)
C (1.73737, -0.17443, 3.66727)  -0.431
C (0.96871, -1.26062, 3.26384)  -0.621
C (1.61060, 1.04360, 3.00880)  -0.735
C (0.08994, -1.13338, 2.21468)  -0.545
C (0.73037, 1.18633, 1.95952)  -0.321
C (-0.05493, 0.09558, 1.52829)  1.028
C (-1.80636, 0.93349, -1.70086)  0.279
C (-1.33235, 2.43427, 0.04301)  -0.736
C (-0.91214, 0.10463, 0.40601)  -0.736
C (-0.36890, -0.82277, -2.52582)  1.049
C (-0.29456, -2.28829, -2.58256)  -1.234
C (0.76747, 0.02735, -2.90971)  -1.117
N (-1.28036, 1.16774, -0.35578)  0.237
O (-2.43957, 1.74890, -2.27280)  -0.408
O (-1.55414, -0.30859, -2.20010)  -0.256
H (2.43626, -0.27980, 4.48122)  0.398
H (1.06434, -2.20680, 3.77081)  0.411
H (2.20619, 1.88661, 3.32291)  0.400
H (-0.50768, -1.97930, 1.90809)  0.354
H (0.68035, 2.13004, 1.44003)  0.543
H (-1.34771, 2.65866, 1.09111)  0.481
H (-1.49645, 3.20123, -0.68878)  0.258
H (-1.33583, -0.84057, 0.10293)  0.507
H (-1.16536, -2.74989, -2.12370)  0.343
H (0.62160, -2.64159, -2.10656)  0.385
H (-0.24443, -2.63146, -3.61997)  0.385
H (0.59270, 1.08102, -2.70643)  0.341
H (0.94320, -0.08544, -3.98646)  0.382
H (1.69168, -0.29652, -2.42899)  0.362